# 1
Formula: C11H44O11
Source: the OMol25 dataset
Level of theory: ωB97M-V/def2-TZVPD

Bonds (Å) are listed after each position.
CARTESIAN COORDINATES (ANGSTROEM)
1 C -2.955 5.616 7.099  O2 1.403, H3 1.090, H4 1.090, H5 1.090
2 O -3.071 7.004 6.929  C1 1.403, H6 0.960
3 H -2.475 5.440 8.062  C1 1.090
4 H -3.969 5.217 7.070  C1 1.090
5 H -2.370 5.107 6.333  C1 1.090
6 H -3.786 7.211 6.323  O2 0.960
7 C 2.060 5.394 4.507  O8 1.450, H9 1.090, H10 1.090, H11 1.090
8 O 1.133 4.309 4.247  C7 1.450, H12 0.960
9 H 1.613 6.343 4.214  C7 1.090
10 H 2.374 5.472 5.548  C7 1.090
11 H 3.039 5.317 4.033  C7 1.090
12 H 0.251 4.673 4.142  O8 0.960
13 C -1.184 1.354 3.648  O14 1.423, H15 1.090, H16 1.090, H17 1.090
14 O -1.114 0.392 4.695  C13 1.423, H18 0.960
15 H -0.588 2.222 3.932  C13 1.090
16 H -0.846 0.921 2.707  C13 1.090
17 H -2.216 1.703 3.612  C13 1.090
18 H -0.196 0.175 4.872  O14 0.960
19 C 2.431 -1.196 5.164  O20 1.412, H21 1.090, H22 1.090, H23 1.090
20 O 1.563 -0.107 5.401  C19 1.412, H24 0.960
21 H 3.468 -0.866 5.227  C19 1.090
22 H 2.328 -2.081 5.791  C19 1.090
23 H 2.282 -1.492 4.125  C19 1.090
24 H 1.895 0.615 4.863  O20 0.960
25 C -0.335 2.874 7.138  O26 1.409, H27 1.090, H28 1.090, H29 1.090
26 O -0.987 2.913 8.387  C25 1.409, H30 0.960
27 H 0.416 2.085 7.082  C25 1.090
28 H -1.113 2.761 6.383  C25 1.090
29 H 0.096 3.849 6.913  C25 1.090
30 H -0.536 3.516 8.983  O26 0.960
31 C 0.876 5.441 11.110  O32 1.437, H33 1.090, H34 1.090, H35 1.090
32 O 0.695 4.675 9.908  C31 1.437, H36 0.960
33 H 1.085 6.509 11.051  C31 1.090
34 H 0.014 5.211 11.737  C31 1.090
35 H 1.748 5.023 11.614  C31 1.090
36 H 1.440 4.918 9.353  O32 0.960
37 C 0.609 7.854 7.074  O38 1.404, H39 1.090, H40 1.090, H41 1.090
38 O -0.493 8.383 6.383  C37 1.404, H42 0.960
39 H 0.639 8.175 8.115  C37 1.090
40 H 0.573 6.768 7.160  C37 1.090
41 H 1.534 8.187 6.605  C37 1.090
42 H -1.306 7.889 6.512  O38 0.960
43 C 3.971 2.099 7.606  O44 1.412, H45 1.090, H46 1.090, H47 1.090
44 O 4.492 3.369 7.275  C43 1.412, H48 0.960
45 H 4.148 1.390 6.798  C43 1.090
46 H 4.444 1.697 8.502  C43 1.090
47 H 2.910 2.137 7.851  C43 1.090
48 H 5.233 3.312 6.667  O44 0.960
49 C -4.139 2.047 7.027  O50 1.398, H51 1.090, H52 1.090, H53 1.090
50 O -3.730 2.372 8.324  C49 1.398, H54 0.960
51 H -5.118 2.475 6.813  C49 1.090
52 H -3.371 2.342 6.311  C49 1.090
53 H -4.249 0.975 6.859  C49 1.090
54 H -2.775 2.355 8.418  O50 0.960
55 C -2.564 2.732 11.852  O56 1.417, H57 1.090, H58 1.090, H59 1.090
56 O -3.236 1.520 12.144  C55 1.417, H60 0.960
57 H -1.621 2.749 12.399  C55 1.090
58 H -2.238 2.854 10.819  C55 1.090
59 H -3.150 3.626 12.066  C55 1.090
60 H -4.059 1.544 11.650  O56 0.960
61 C 3.266 2.378 11.159  O62 1.410, H63 1.090, H64 1.090, H65 1.090
62 O 2.180 1.826 10.449  C61 1.410, H66 0.960
63 H 3.651 3.260 10.647  C61 1.090
64 H 2.999 2.636 12.184  C61 1.090
65 H 4.059 1.643 11.301  C61 1.090
66 H 1.700 2.463 9.914  O62 0.960

⟨S²⟩: 0.755
Multiplicity: 2
Total charge: +1
LUMO energy (alpha / beta) in eV: -2.568 / -9.559

***

# 2
Formula: C22H30N2O2
Source: the OMol25 dataset
Level of theory: ωB97M-V/def2-TZVPD

Bonds (Å) are listed after each position.
CARTESIAN COORDINATES (ANGSTROEM)
1 C -1.217 2.271 4.228  C2 1.517, H27 1.086, H28 1.087, H29 1.087
2 C -1.308 0.766 4.061  C1 1.517, O3 1.427, H30 1.096, H31 1.096
3 O -0.436 0.380 3.000  C2 1.427, C4 1.332
4 C -0.302 -0.928 2.788  O3 1.332, O5 1.206, C6 1.524
5 O -0.884 -1.762 3.436  C4 1.206
6 C 0.696 -1.254 1.683  C4 1.524, C7 1.547, C11 1.532, C26 1.536
7 C 2.019 -1.622 2.396  C6 1.547, C8 1.510, H32 1.092, H33 1.095
8 C 2.538 -0.553 3.328  C7 1.510, C9 1.499, C10 1.500, H34 1.083
9 C 2.095 -0.527 4.759  C8 1.499, C10 1.498, H35 1.080, H36 1.080
10 C 3.495 -0.936 4.418  C8 1.500, C9 1.498, H37 1.080, H38 1.079
11 C 0.887 -0.092 0.703  C6 1.532, C12 1.536, H39 1.089, H40 1.093
12 C -0.379 0.144 -0.134  C11 1.536, N13 1.447, H41 1.092, H42 1.094
13 N -0.847 -1.030 -0.840  C12 1.447, C14 1.455, C25 1.447
14 C -0.058 -1.379 -2.011  N13 1.455, C15 1.493, H43 1.096, H44 1.103
15 C -0.112 -0.290 -3.032  C14 1.493, C16 1.365, C24 1.428
16 C 0.939 0.301 -3.672  C15 1.365, N17 1.369, H45 1.075
17 N 0.500 1.247 -4.558  C16 1.369, C18 1.434, C19 1.367
18 C 1.322 2.051 -5.415  N17 1.434, H46 1.094, H47 1.093, H48 1.089
19 C -0.866 1.286 -4.498  N17 1.367, C20 1.390, C24 1.416
20 C -1.776 2.074 -5.193  C19 1.390, C21 1.378, H49 1.080
21 C -3.115 1.895 -4.917  C20 1.378, C22 1.398, H50 1.080
22 C -3.546 0.959 -3.972  C21 1.398, C23 1.376, H51 1.080
23 C -2.651 0.175 -3.281  C22 1.376, C24 1.394, H52 1.079
24 C -1.291 0.331 -3.544  C15 1.428, C19 1.416, C23 1.394
25 C -1.055 -2.125 0.083  N13 1.447, C26 1.535, H53 1.093, H54 1.095
26 C 0.184 -2.483 0.916  C6 1.536, C25 1.535, H55 1.091, H56 1.092
27 H -1.876 2.592 5.030  C1 1.086
28 H -0.198 2.559 4.469  C1 1.087
29 H -1.509 2.768 3.307  C1 1.087
30 H -2.329 0.454 3.813  C2 1.096
31 H -1.007 0.242 4.975  C2 1.096
32 H 1.853 -2.539 2.967  C7 1.092
33 H 2.772 -1.834 1.631  C7 1.095
34 H 2.708 0.405 2.853  C8 1.083
35 H 1.941 0.430 5.236  C9 1.080
36 H 1.411 -1.294 5.092  C9 1.080
37 H 4.302 -0.261 4.658  C10 1.080
38 H 3.757 -1.978 4.519  C10 1.079
39 H 1.129 0.824 1.239  C11 1.089
40 H 1.722 -0.331 0.040  C11 1.093
41 H -0.196 0.933 -0.867  C12 1.092
42 H -1.188 0.473 0.524  C12 1.094
43 H -0.504 -2.288 -2.432  C14 1.096
44 H 0.998 -1.599 -1.782  C14 1.103
45 H 1.991 0.108 -3.565  C16 1.075
46 H 1.092 1.855 -6.466  C18 1.094
47 H 1.161 3.114 -5.217  C18 1.093
48 H 2.369 1.814 -5.236  C18 1.089
49 H -1.449 2.801 -5.922  C20 1.080
50 H -3.849 2.491 -5.440  C21 1.080
51 H -4.605 0.857 -3.787  C22 1.080
52 H -2.976 -0.541 -2.543  C23 1.079
53 H -1.389 -3.000 -0.479  C25 1.093
54 H -1.862 -1.831 0.763  C25 1.095
55 H -0.077 -3.269 1.625  C26 1.091
56 H 0.976 -2.856 0.263  C26 1.092

SMILES: CCOC(=O)C1(CC2CC2)CCN(Cc2cn(C)c3ccccc23)CC1
LUMO energy in eV: 0.752

***

The energy above the lowest of the compared OMol25 structures with the same formula, charge and spin results, record by record, are as follows: 5.8, 39.0 kcal per mole.